No. 1
{
  "formula": "C40H49BrIN3O4Ti",
  "method": "ωB97M-V/def2-TZVPD",
  "gap_ha": [0.240, 0.215],
  "multiplicity": 3,
  "homo_ev": [-6.49, -7.97],
  "largest_force_ev_per_a": 1.1,
  "mol_weight_da": 890.52,
  "e_tot_ha": -5740.0511,
  "elements": ["Ti", "C", "C", "C", "C", "C", "C", "C", "N", "C", "C", "C", "C", "C", "C", "O", "C", "C", "C", "C", "C", "C", "C", "C", "C", "O", "C", "C", "C", "C", "C", "C", "H", "H", "H", "H", "H", "H", "H", "H", "H", "H", "H", "H", "H", "H", "H", "H", "H", "H", "H", "H", "H", "H", "H", "H", "H", "H", "H", "H", "H", "H", "H", "H", "H", "H", "H", "H", "H", "H", "H", "H", "O", "N", "N", "O", "C", "C", "C", "C", "C", "C", "H", "H", "H", "H", "H", "Br", "C", "C", "C", "C", "C", "C", "I", "H", "H", "H", "H"],
  "xyz": [[0.262, 0.176, 0.128], [-2.237, 7.133, -0.331], [-3.074, 5.922, -0.763], [-4.197, 5.716, 0.252], [-3.704, 6.203, -2.133], [-2.175, 4.692, -0.869], [-2.343, 3.574, -0.094], [-1.469, 2.479, -0.265], [-1.417, 1.354, 0.476], [-2.254, 0.847, 1.459], [-3.589, 1.184, 1.733], [-4.268, 0.535, 2.742], [-3.596, -0.471, 3.456], [-2.301, -0.885, 3.193], [-1.630, -0.205, 2.167], [-0.385, -0.511, 1.785], [-1.623, -2.015, 3.970], [-1.249, -3.159, 3.015], [-0.366, -1.481, 4.670], [-2.552, -2.589, 5.039], [-5.704, 0.887, 3.137], [-5.684, 1.541, 4.525], [-6.571, -0.376, 3.194], [-6.337, 1.865, 2.148], [-0.431, 2.505, -1.262], [0.241, 1.371, -1.385], [-0.193, 3.680, -1.988], [-1.096, 4.711, -1.782], [0.955, 3.902, -2.983], [1.966, 2.753, -3.056], [0.364, 4.108, -4.384], [1.727, 5.162, -2.566], [-2.871, 8.018, -0.242], [-1.452, 7.359, -1.054], [-1.762, 6.955, 0.636], [-4.841, 6.597, 0.266], [-3.811, 5.575, 1.264], [-4.819, 4.855, -0.001], [-4.371, 7.066, -2.069], [-4.286, 5.347, -2.481], [-2.949, 6.422, -2.889], [-3.088, 3.546, 0.685], [-4.088, 1.929, 1.132], [-4.132, -0.969, 4.252], [-0.531, -2.847, 2.261], [-2.136, -3.543, 2.503], [-0.809, -3.980, 3.587], [0.349, -1.070, 3.961], [0.123, -2.295, 5.211], [-0.626, -0.704, 5.392], [-3.469, -3.002, 4.612], [-2.827, -1.846, 5.791], [-2.032, -3.400, 5.553], [-5.265, 0.866, 5.273], [-6.698, 1.804, 4.836], [-5.080, 2.450, 4.520], [-6.244, -1.064, 3.974], [-6.546, -0.912, 2.246], [-7.607, -0.106, 3.412], [-5.814, 2.824, 2.129], [-7.370, 2.062, 2.440], [-6.346, 1.461, 1.133], [-0.951, 5.615, -2.360], [1.527, 1.836, -3.440], [2.404, 2.527, -2.084], [2.771, 3.057, -3.730], [-0.183, 3.221, -4.709], [1.165, 4.295, -5.103], [-0.322, 4.957, -4.419], [2.161, 5.039, -1.571], [1.100, 6.054, -2.551], [2.541, 5.341, -3.271], [1.952, 0.558, 0.705], [2.725, -0.581, 0.835], [2.102, -1.595, 0.157], [1.012, -1.347, -0.665], [2.652, -2.883, 0.149], [1.859, -3.962, -0.225], [2.406, -5.236, -0.211], [3.721, -5.442, 0.181], [4.497, -4.353, 0.557], [3.977, -3.068, 0.536], [0.832, -3.799, -0.520], [1.790, -6.077, -0.503], [4.140, -6.439, 0.194], [5.526, -4.497, 0.859], [4.578, -2.218, 0.821], [-3.550, -4.862, 0.239], [-4.508, -3.289, -0.188], [-5.889, -3.325, -0.020], [-6.659, -2.218, -0.325], [-6.055, -1.058, -0.791], [-4.680, -1.014, -0.949], [-3.902, -2.132, -0.656], [-1.879, -2.007, -0.970], [-6.351, -4.232, 0.344], [-7.732, -2.263, -0.197], [-6.651, -0.187, -1.031], [-4.202, -0.114, -1.310]],
  "forces_ev_per_angstrom": [[0.37, 0.11, 0.07], [0.02, 0.04, 0.02], [0.04, -0.06, 0.01], [-0.05, 0.01, 0.04], [-0.02, 0.00, -0.04], [0.08, 0.04, -0.10], [0.08, -0.01, 0.01], [-0.29, 0.07, 0.17], [-0.36, -0.14, 0.18], [-0.02, 0.19, -0.17], [0.00, 0.15, 0.00], [0.00, -0.04, 0.02], [-0.02, -0.08, 0.05], [-0.05, 0.01, 0.07], [0.32, -0.09, -0.12], [-0.39, 0.19, -0.14], [-0.04, 0.06, -0.07], [-0.05, -0.03, 0.01], [0.05, -0.02, 0.01], [-0.01, -0.06, 0.08], [0.10, 0.04, -0.03], [0.00, 0.03, 0.03], [-0.03, -0.01, 0.02], [-0.06, 0.03, -0.01], [-0.11, -0.30, 0.10], [-0.21, 0.45, 0.24], [-0.06, -0.02, -0.15], [-0.01, 0.09, 0.00], [-0.07, -0.04, 0.03], [0.03, 0.00, -0.01], [-0.01, 0.01, -0.06], [0.04, 0.06, 0.00], [-0.01, -0.01, -0.01], [0.00, -0.01, 0.00], [-0.01, -0.02, 0.00], [0.01, 0.00, 0.00], [0.02, 0.00, -0.01], [0.00, 0.01, -0.02], [0.01, 0.01, 0.00], [0.00, 0.00, 0.02], [0.00, 0.00, 0.00], [0.02, -0.02, -0.02], [0.03, -0.02, 0.00], [-0.01, 0.04, -0.03], [0.04, 0.06, -0.03], [0.03, 0.03, 0.05], [0.01, 0.00, -0.01], [-0.01, 0.00, -0.02], [-0.01, 0.01, 0.01], [-0.01, 0.00, -0.01], [0.03, -0.02, -0.02], [0.02, 0.02, -0.02], [-0.02, 0.00, 0.01], [0.00, 0.00, 0.00], [0.00, 0.00, 0.00], [-0.01, 0.00, -0.01], [0.02, 0.01, 0.00], [0.00, -0.01, -0.08], [0.01, 0.00, 0.00], [0.01, -0.01, 0.02], [0.00, 0.00, 0.00], [-0.01, -0.03, -0.02], [-0.03, -0.01, 0.02], [-0.04, 0.00, -0.01], [0.00, 0.03, 0.02], [0.00, -0.03, 0.00], [0.00, -0.01, 0.01], [0.00, 0.00, 0.00], [0.01, 0.00, 0.02], [0.00, -0.02, 0.00], [0.00, -0.02, -0.01], [0.00, 0.01, 0.00], [0.49, -0.94, -0.11], [-0.72, 0.08, -0.62], [0.23, 0.27, 0.38], [0.72, -0.10, 0.38], [-0.08, 0.26, -0.06], [0.06, -0.13, -0.07], [-0.08, -0.01, -0.01], [0.01, 0.06, 0.02], [0.00, 0.06, -0.02], [0.06, -0.15, 0.10], [0.01, -0.01, 0.00], [0.00, 0.00, 0.00], [-0.01, -0.01, 0.00], [0.00, -0.01, 0.00], [-0.01, 0.01, -0.01], [0.03, 0.07, -0.07], [-0.25, -0.04, 0.07], [0.02, -0.05, 0.01], [-0.02, 0.04, -0.01], [0.07, -0.01, 0.03], [-0.14, -0.07, 0.04], [-0.36, 0.21, 0.05], [0.61, -0.25, -0.21], [0.00, 0.00, 0.00], [0.00, 0.00, 0.00], [-0.01, 0.01, 0.00], [0.02, 0.01, -0.01]],
  "mulliken_charge": [0.13, -1.73, 1.91, -2.06, -1.73, -0.92, -0.07, -0.12, 0.57, 0.23, -0.46, -0.49, -0.49, -0.23, 0.43, -0.73, 2.36, -1.12, -1.67, -2.33, 2.26, -1.75, -1.55, -1.96, 0.92, -0.97, -0.71, 0.58, 1.98, -2.00, -1.65, -1.69, 0.45, 0.34, 0.36, 0.50, 0.37, 0.40, 0.48, 0.37, 0.32, 0.88, 0.68, 0.44, 0.04, 0.06, 0.50, 0.24, 0.46, 0.34, 0.39, 0.40, 0.47, 0.30, 0.48, 0.35, 0.34, 0.17, 0.49, 0.38, 0.49, 0.28, 0.48, 0.30, 0.37, 0.53, 0.36, 0.46, 0.28, 0.37, 0.31, 0.48, -0.29, -0.76, 0.91, -0.40, 0.18, -0.01, -0.72, -0.52, -0.46, -0.49, 0.34, 0.37, 0.38, 0.36, 0.49, -0.16, 0.16, -0.36, -0.80, -0.42, -0.55, 0.24, 0.31, 0.42, 0.37, 0.39, 0.44]
}



No. 2
{
  "formula": "C40H50BCrN8S5Se",
  "method": "ωB97M-V/def2-TZVPD",
  "gap_ha": [0.257, 0.251],
  "multiplicity": 2,
  "homo_ev": [-7.46, -7.32],
  "largest_force_ev_per_a": 0.4,
  "mol_weight_da": 945.00,
  "e_above_lowest_ev": 0.000,
  "e_tot_ha": -7454.0637,
  "elements": ["Cr", "C", "C", "C", "C", "N", "N", "B", "N", "N", "C", "C", "C", "C", "C", "S", "C", "C", "C", "C", "N", "N", "C", "C", "C", "C", "C", "S", "C", "C", "C", "C", "C", "S", "C", "C", "C", "C", "H", "H", "H", "H", "H", "H", "H", "H", "H", "H", "H", "H", "H", "H", "H", "H", "H", "H", "H", "H", "H", "H", "H", "H", "H", "H", "H", "H", "H", "H", "H", "H", "H", "H", "H", "H", "H", "H", "H", "S", "C", "C", "N", "C", "S", "C", "N", "C", "C", "C", "C", "C", "C", "Se", "C", "C", "C", "H", "H", "H", "H", "H", "H", "H", "H", "H", "H", "H"],
  "xyz": [[-0.111, 0.327, 0.349], [-1.162, -4.765, -0.509], [-0.644, -3.752, -1.474], [-0.709, -3.899, -2.825], [-0.234, -2.881, -3.687], [0.309, -1.792, -3.213], [0.375, -1.652, -1.892], [1.103, -0.414, -1.239], [2.465, -0.986, -0.690], [3.020, -2.012, -1.343], [4.176, -2.453, -0.942], [4.853, -1.835, 0.141], [4.284, -0.802, 0.815], [4.930, -0.124, 1.977], [2.984, -0.390, 0.383], [2.050, 0.793, 1.188], [4.768, -3.650, -1.671], [3.874, -4.078, -2.835], [6.156, -3.284, -2.212], [4.890, -4.810, -0.673], [1.514, 0.613, -2.346], [2.538, 0.284, -3.135], [2.957, 1.140, -4.023], [2.297, 2.383, -4.195], [1.260, 2.728, -3.386], [0.543, 4.034, -3.486], [0.888, 1.792, -2.374], [-0.268, 2.141, -1.172], [4.209, 0.723, -4.789], [4.624, 1.779, -5.811], [3.948, -0.607, -5.504], [5.342, 0.531, -3.770], [-0.093, -2.529, -0.999], [-0.012, -2.078, 0.653], [-0.320, -3.042, -5.197], [0.266, -1.826, -5.910], [-1.792, -3.205, -5.602], [0.469, -4.292, -5.605], [-1.498, -5.661, -1.030], [-1.999, -4.344, 0.054], [-0.393, -5.036, 0.218], [-1.147, -4.796, -3.246], [5.829, -2.199, 0.441], [5.897, -0.574, 2.200], [4.287, -0.186, 2.856], [5.068, 0.939, 1.770], [3.777, -3.280, -3.575], [2.870, -4.333, -2.494], [4.313, -4.953, -3.319], [6.099, -2.430, -2.890], [6.571, -4.130, -2.765], [6.859, -3.039, -1.412], [3.906, -5.104, -0.301], [5.510, -4.542, 0.186], [5.347, -5.675, -1.158], [2.634, 3.075, -4.955], [0.955, 4.642, -4.290], [0.616, 4.581, -2.544], [-0.521, 3.871, -3.666], [3.849, 1.943, -6.565], [5.521, 1.442, -6.332], [4.858, 2.736, -5.339], [3.191, -0.494, -6.284], [3.601, -1.357, -4.791], [4.868, -0.965, -5.972], [5.547, 1.456, -3.226], [6.257, 0.226, -4.283], [5.072, -0.238, -3.043], [-0.252, -0.908, -5.629], [0.173, -1.965, -6.990], [1.320, -1.698, -5.663], [-2.359, -2.299, -5.376], [-2.268, -4.040, -5.084], [-1.863, -3.393, -6.675], [1.505, -4.229, -5.262], [0.476, -4.383, -6.694], [0.030, -5.207, -5.201], [-0.943, 1.548, 2.241], [-2.621, 1.381, 2.613], [-2.873, 1.166, 4.021], [-3.060, 0.999, 5.143], [-3.713, 1.357, 1.797], [-3.683, 1.576, 0.057], [-5.011, 1.077, 2.338], [-6.054, 0.829, 2.758], [-6.026, -5.148, 0.154], [-5.126, -3.954, -0.004], [-4.476, -3.398, 1.082], [-3.648, -2.279, 0.967], [-2.973, -1.812, 2.225], [-3.505, -1.693, -0.294], [-2.433, -0.127, -0.628], [-4.149, -2.240, -1.421], [-4.039, -1.644, -2.802], [-4.940, -3.366, -1.253], [-5.883, -5.625, 1.123], [-5.841, -5.888, -0.626], [-7.074, -4.850, 0.080], [-4.599, -3.845, 2.064], [-2.403, -2.634, 2.662], [-3.720, -1.499, 2.958], [-2.282, -0.996, 2.054], [-3.002, -1.504, -3.108], [-4.517, -0.663, -2.847], [-4.528, -2.295, -3.527], [-5.440, -3.787, -2.119]],
  "forces_ev_per_angstrom": [[-0.03, 0.01, 0.42], [0.00, -0.02, 0.01], [0.05, 0.07, 0.10], [-0.04, -0.01, -0.09], [-0.01, -0.08, -0.05], [0.03, 0.00, 0.02], [0.12, 0.24, 0.02], [-0.07, -0.14, -0.14], [-0.04, -0.07, -0.04], [-0.02, 0.04, 0.03], [0.03, 0.01, -0.04], [0.05, -0.03, 0.00], [-0.04, 0.04, 0.01], [0.02, 0.00, 0.00], [0.06, 0.03, 0.03], [0.04, -0.02, 0.02], [-0.03, -0.01, 0.04], [-0.01, 0.01, -0.03], [0.04, 0.01, -0.02], [0.00, -0.01, 0.01], [0.05, -0.05, 0.04], [-0.05, 0.03, 0.02], [0.01, 0.03, -0.03], [0.06, 0.01, -0.02], [-0.04, -0.02, 0.03], [-0.01, 0.01, -0.01], [-0.01, 0.06, -0.04], [-0.01, -0.07, -0.08], [-0.01, 0.01, 0.01], [0.03, 0.01, -0.04], [0.01, -0.01, 0.00], [0.00, 0.00, 0.01], [-0.05, -0.16, -0.01], [-0.04, -0.07, -0.15], [-0.05, 0.05, 0.01], [0.04, 0.02, 0.00], [-0.01, -0.01, -0.01], [0.04, -0.04, -0.03], [0.01, 0.02, 0.01], [-0.01, 0.01, 0.01], [-0.01, 0.02, -0.02], [0.01, 0.02, 0.01], [-0.03, 0.00, 0.00], [-0.01, 0.01, 0.00], [0.00, -0.01, 0.00], [-0.01, -0.01, 0.00], [0.01, -0.04, 0.05], [0.01, 0.00, 0.01], [-0.01, 0.02, 0.01], [-0.01, -0.03, 0.01], [-0.01, 0.01, 0.01], [-0.03, 0.01, -0.01], [0.02, 0.01, -0.01], [-0.01, -0.01, -0.03], [-0.01, 0.01, 0.00], [-0.02, -0.01, 0.01], [-0.01, 0.00, 0.00], [0.01, -0.01, 0.00], [0.01, 0.00, 0.01], [0.01, -0.01, 0.02], [-0.01, 0.00, 0.00], [-0.01, -0.03, -0.01], [0.02, 0.01, 0.02], [0.00, 0.02, -0.02], [-0.02, 0.02, 0.01], [-0.01, -0.01, -0.02], [-0.02, 0.01, 0.01], [0.00, 0.02, -0.01], [-0.01, -0.02, 0.00], [0.00, 0.01, 0.03], [-0.04, -0.01, 0.00], [0.01, -0.02, 0.00], [0.01, 0.02, -0.03], [0.01, 0.01, 0.03], [-0.03, 0.01, -0.01], [0.00, -0.01, 0.02], [0.01, 0.03, 0.02], [0.03, 0.06, -0.16], [-0.04, 0.01, 0.05], [-0.01, 0.06, 0.02], [0.03, -0.02, -0.07], [-0.05, 0.03, 0.03], [0.02, -0.10, 0.00], [0.05, -0.04, 0.05], [0.04, 0.03, -0.07], [0.00, 0.00, 0.01], [0.00, 0.01, 0.01], [0.05, -0.05, -0.01], [-0.03, -0.03, 0.02], [-0.05, -0.03, 0.01], [-0.08, -0.02, 0.02], [0.06, 0.14, -0.07], [-0.01, 0.00, 0.02], [-0.03, 0.02, 0.02], [0.02, -0.02, 0.00], [0.00, 0.01, -0.02], [0.00, 0.01, 0.00], [0.01, 0.00, 0.00], [0.00, 0.02, -0.03], [-0.03, -0.01, 0.01], [0.01, 0.02, -0.01], [0.02, 0.02, -0.03], [0.04, -0.02, 0.00], [0.01, 0.00, 0.01], [0.00, 0.01, 0.01], [0.01, 0.00, 0.01]],
  "mulliken_charge": [-0.66, -1.63, -0.68, -0.41, 0.02, -0.72, 1.31, 0.62, 0.74, 0.17, 0.02, -0.75, 0.32, -1.81, 0.47, -0.59, 2.51, -1.67, -1.62, -1.91, 0.26, 0.29, -0.36, -0.61, 0.27, -1.86, 0.78, -0.49, 2.52, -2.40, -0.98, -1.34, 1.43, -0.65, 2.18, -2.04, -1.79, -1.64, 0.52, 0.10, 0.35, 0.46, 0.40, 0.40, 0.37, 0.33, -0.07, 0.21, 0.60, 0.19, 0.48, 0.37, 0.35, 0.33, 0.49, 0.56, 0.40, 0.38, 0.33, 0.46, 0.41, 0.45, 0.37, -0.44, 0.55, 0.39, 0.46, -0.05, 0.28, 0.55, 0.22, 0.31, 0.32, 0.51, 0.20, 0.49, 0.33, -0.40, 0.73, -0.19, -0.51, 0.45, -0.23, -0.07, -0.55, -1.67, 0.89, -0.95, 0.76, -1.55, 0.79, 0.64, 0.61, -1.66, -0.85, 0.37, 0.38, 0.33, 0.36, 0.50, 0.61, -0.68, 0.10, 0.35, 0.42, 0.38]
}